Entry 1:
# C42H83IN9O12

A cluster of 8 separate species, C42H83IN9O12 in total in a non-equilibrium geometry (wB97M-V/def2-TZVPD, the OMol25 dataset).

Values from the calculation:
- Net charge: +1
- DFT total energy: -90975.3233 eV
- E_LUMO: -5.1 eV
- Orbital gap: 5.52 eV

The geometry in XYZ format:
```
147
Properties=species:S:1:pos:R:3:lowdin_charge:R:1
C 3.93 -0.67 6.79 -0.098
C 4.80 0.59 6.50 -0.239
C 4.25 1.37 5.28 -0.177
C 4.16 0.39 4.11 -0.192
O 4.10 1.11 2.86 -0.087
C 4.16 0.18 1.81 -0.295
C 5.56 -0.01 1.10 -0.067
C 5.05 -0.77 -0.16 -0.312
C 6.22 -1.11 -1.10 -0.126
C 6.46 -2.63 -1.23 -0.083
C 5.18 -3.44 -1.08 -0.416
O 4.92 -4.00 -0.03 0.114
N 4.32 -3.49 -2.25 0.088
C 3.93 -4.83 -2.61 -0.276
C 2.86 -5.49 -2.06 -0.035
C 2.53 -6.75 -2.46 -0.080
C 3.25 -7.41 -3.43 -0.076
C 4.35 -6.76 -3.95 -0.082
C 4.68 -5.50 -3.55 -0.035
N 4.02 0.21 -0.64 -0.370
I 4.69 2.04 -1.41 1.143
C 3.21 0.45 0.63 -0.235
C 1.81 -0.24 0.61 -0.116
O 1.74 -1.38 1.44 -0.124
C 1.00 -1.22 2.65 -0.230
O -0.25 -1.81 2.60 -0.098
C -0.31 -2.97 1.76 -0.138
C -0.82 -2.58 0.35 -0.223
O -1.81 -3.50 -0.07 -0.052
H 4.31 -1.49 6.17 0.070
H 3.98 -0.97 7.84 0.074
H 2.89 -0.50 6.50 0.074
H 5.80 0.24 6.21 0.104
H 4.86 1.23 7.38 0.105
H 4.88 2.23 5.04 0.112
H 3.24 1.73 5.52 0.117
H 3.22 -0.16 4.22 0.109
H 5.02 -0.30 4.15 0.133
H 3.97 -0.82 2.21 0.144
H 6.14 0.89 0.94 0.102
H 6.14 -0.70 1.73 0.141
H 4.47 -1.58 0.30 0.153
H 7.12 -0.64 -0.71 0.121
H 6.04 -0.67 -2.09 0.098
H 6.84 -2.82 -2.24 0.122
H 7.24 -3.00 -0.56 0.128
H 3.51 -2.88 -2.15 0.124
H 2.24 -5.02 -1.30 0.115
H 1.66 -7.26 -2.05 0.114
H 2.98 -8.40 -3.76 0.112
H 4.93 -7.27 -4.71 0.112
H 5.56 -5.05 -4.01 0.118
H 3.51 -0.19 -1.43 0.111
H 2.93 1.51 0.61 0.089
H 1.67 -0.61 -0.42 0.129
H 1.01 0.49 0.77 0.147
H 0.83 -0.15 2.88 0.137
H 1.62 -1.60 3.48 0.123
H -1.09 -3.61 2.18 0.139
H 0.60 -3.56 1.75 0.096
H -1.32 -1.60 0.49 0.119
H -0.02 -2.42 -0.38 0.106
H -2.61 -3.03 -0.33 0.078
C -2.25 0.59 3.51 -0.003
C -2.71 1.48 2.38 -0.548
O -2.75 1.06 1.23 0.005
N -3.08 2.74 2.68 0.019
C -3.09 3.39 3.98 -0.061
H -1.99 -0.38 3.11 0.061
H -1.36 1.02 3.98 0.082
H -3.03 0.47 4.26 0.092
H -3.37 3.27 1.87 0.135
H -4.11 3.72 4.20 0.087
H -2.44 4.26 3.95 0.073
H -2.76 2.72 4.77 0.074
C 1.89 6.94 2.45 -0.002
C 1.22 5.62 2.78 -0.543
O 0.05 5.56 3.14 0.029
N 1.96 4.49 2.65 0.013
C 3.34 4.36 2.23 -0.072
H 1.18 7.74 2.60 0.087
H 2.74 7.10 3.11 0.088
H 2.21 6.95 1.41 0.087
H 1.45 3.65 2.88 0.132
H 3.37 3.72 1.34 0.044
H 3.90 3.88 3.02 0.074
H 3.78 5.32 2.00 0.079
C -4.21 -1.22 -4.44 -0.006
C -2.89 -1.23 -3.71 -0.557
O -1.86 -1.64 -4.24 0.009
N -2.86 -0.76 -2.44 0.011
C -3.97 -0.22 -1.65 -0.063
H -4.07 -1.63 -5.43 0.081
H -4.94 -1.84 -3.91 0.086
H -4.59 -0.20 -4.52 0.075
H -1.95 -0.79 -2.02 0.121
H -3.72 0.80 -1.36 0.079
H -4.07 -0.82 -0.75 0.081
H -4.90 -0.23 -2.20 0.051
C 2.81 -4.61 2.59 -0.014
C 2.47 -4.87 4.04 -0.542
O 1.98 -4.00 4.75 0.026
N 2.73 -6.10 4.54 0.012
C 3.31 -7.25 3.85 -0.068
H 2.54 -3.58 2.35 0.049
H 3.87 -4.74 2.42 0.081
H 2.24 -5.28 1.95 0.092
H 2.48 -6.20 5.51 0.143
H 2.60 -8.08 3.88 0.086
H 4.22 -7.55 4.35 0.085
H 3.53 -7.02 2.81 0.073
C -2.08 6.92 1.03 -0.009
C -2.81 8.23 0.84 -0.551
O -2.37 9.28 1.28 0.034
N -3.98 8.21 0.15 0.004
C -4.65 7.07 -0.45 -0.078
H -1.17 7.09 1.59 0.053
H -2.70 6.22 1.58 0.076
H -1.81 6.49 0.06 0.087
H -4.41 9.12 0.07 0.140
H -4.76 7.25 -1.52 0.083
H -5.65 6.97 -0.01 0.083
H -4.10 6.15 -0.29 0.066
C -5.74 1.94 -8.84 -0.010
C -5.32 2.33 -7.44 -0.559
O -6.10 2.83 -6.64 0.017
N -4.03 2.09 -7.09 0.003
C -2.97 1.51 -7.89 -0.072
H -6.79 2.19 -8.97 0.083
H -5.16 2.50 -9.58 0.086
H -5.61 0.87 -9.00 0.085
H -3.82 2.37 -6.14 0.134
H -2.60 0.61 -7.40 0.081
H -2.15 2.23 -7.97 0.083
H -3.31 1.25 -8.88 0.073
C -9.07 -1.43 -2.45 -0.009
C -8.06 -0.30 -2.46 -0.556
O -7.35 -0.06 -1.49 0.016
N -7.96 0.44 -3.59 0.011
C -8.69 0.31 -4.83 -0.069
H -9.03 -1.93 -1.48 0.082
H -10.07 -1.04 -2.60 0.086
H -8.83 -2.16 -3.23 0.084
H -7.26 1.17 -3.52 0.138
H -7.99 0.13 -5.64 0.079
H -9.22 1.24 -5.02 0.087
H -9.41 -0.50 -4.79 0.073
```

Entry 2:
# C42H83N4O11

A cluster of 12 separate species, C42H83N4O11 in total in a non-equilibrium geometry (wB97M-V/def2-TZVPD, the OMol25 dataset).

Values from the calculation:
- Net charge: +1
- DFT total energy: -73372.8916 eV
- E_LUMO: -4.0 eV
- Orbital gap: 6.74 eV

The geometry in XYZ format:
```
140
Properties=species:S:1:pos:R:3:lowdin_charge:R:1
C -1.27 -2.66 0.61 -0.102
C -1.36 -3.96 -0.38 -0.178
C -1.05 -3.37 -1.86 -0.061
C 0.43 -2.88 -2.08 0.048
C 0.76 -2.32 -3.51 0.017
N -0.24 -2.26 -4.55 0.046
C -1.62 -2.70 -4.36 0.080
C -2.13 -3.30 -3.00 -0.038
C -3.62 -3.84 -2.76 -0.100
C -4.64 -2.76 -2.15 -0.589
N -4.13 -2.08 -0.90 0.076
N -5.92 -3.51 -1.86 0.072
N -5.02 -1.76 -3.21 0.061
H -1.73 -2.87 1.63 0.088
H -0.15 -2.35 0.67 0.069
H -1.78 -1.80 0.04 0.053
H -2.42 -4.38 -0.30 0.101
H -0.56 -4.74 -0.07 0.127
H 1.22 -2.97 -1.26 0.098
H 1.85 -2.00 -3.67 0.139
H 0.05 -1.90 -5.48 0.166
H -2.34 -2.63 -5.25 0.134
H -4.04 -4.17 -3.78 0.123
H -3.54 -4.75 -2.07 0.116
H -3.68 -1.17 -1.14 0.071
H -4.94 -1.78 -0.31 0.090
H -6.16 -3.46 -0.85 0.076
H -5.72 -4.51 -2.05 0.068
H -4.28 -1.05 -3.34 0.040
H -5.90 -1.32 -2.88 0.088
C -1.19 0.87 -1.72 -0.025
C -2.45 1.55 -2.16 -0.476
O -3.22 1.02 -2.94 0.022
C -2.74 2.92 -1.60 -0.011
H -1.11 -0.11 -2.20 0.055
H -0.32 1.47 -2.00 0.094
H -1.20 0.72 -0.63 0.052
H -1.94 3.61 -1.88 0.096
H -2.82 2.86 -0.51 0.063
H -3.68 3.29 -2.00 0.086
C 2.07 -0.12 2.01 -0.011
C 2.36 0.31 0.59 -0.486
O 1.65 1.12 0.02 0.052
C 3.55 -0.30 -0.09 -0.023
H 1.18 0.40 2.37 0.066
H 1.88 -1.19 2.04 0.082
H 2.91 0.14 2.65 0.050
H 3.43 -1.38 -0.15 0.061
H 4.46 -0.05 0.47 0.094
H 3.64 0.10 -1.10 0.077
C -5.31 -7.26 -4.37 -0.020
C -4.67 -8.04 -3.25 -0.510
O -5.31 -8.36 -2.26 0.063
C -3.22 -8.39 -3.39 -0.025
H -6.36 -7.07 -4.13 0.089
H -4.80 -6.30 -4.49 0.061
H -5.26 -7.83 -5.30 0.092
H -2.61 -7.48 -3.47 0.074
H -3.07 -9.02 -4.28 0.089
H -2.89 -8.95 -2.51 0.085
C 6.11 -3.67 -3.29 -0.016
C 4.97 -3.00 -2.58 -0.493
O 4.90 -1.79 -2.50 0.056
C 3.91 -3.88 -1.97 -0.024
H 6.80 -2.92 -3.67 0.089
H 6.66 -4.31 -2.59 0.092
H 5.74 -4.27 -4.12 0.089
H 4.35 -4.53 -1.21 0.098
H 3.43 -4.48 -2.75 0.091
H 3.15 -3.25 -1.50 0.031
C -4.58 -2.24 -7.50 -0.032
C -4.15 -3.23 -8.55 -0.508
O -4.05 -4.42 -8.30 0.055
C -3.84 -2.69 -9.92 -0.023
H -4.77 -2.78 -6.56 0.069
H -3.79 -1.51 -7.33 0.078
H -5.50 -1.75 -7.81 0.092
H -3.02 -1.97 -9.86 0.085
H -4.73 -2.21 -10.34 0.090
H -3.54 -3.51 -10.58 0.086
C 3.29 2.61 5.28 -0.004
C 4.23 1.46 5.04 -0.473
O 3.95 0.55 4.28 0.030
C 5.54 1.48 5.78 -0.014
H 2.38 2.46 4.68 0.077
H 3.01 2.65 6.33 0.096
H 3.76 3.54 4.97 0.061
H 5.36 1.47 6.85 0.091
H 6.11 2.37 5.50 0.085
H 6.12 0.59 5.51 0.084
C -2.85 0.35 2.48 -0.016
C -1.86 1.45 2.16 -0.455
O -1.70 1.85 1.02 0.022
C -1.08 2.02 3.31 -0.012
H -3.34 0.03 1.55 0.072
H -2.33 -0.50 2.91 0.084
H -3.60 0.72 3.17 0.064
H -0.48 1.24 3.78 0.080
H -1.76 2.46 4.04 0.089
H -0.41 2.80 2.94 0.084
C -5.50 0.79 6.86 -0.018
C -4.57 0.00 5.98 -0.482
O -3.73 0.55 5.29 0.032
C -4.72 -1.50 5.98 -0.017
H -5.28 1.85 6.76 0.086
H -6.54 0.61 6.56 0.089
H -5.36 0.50 7.90 0.090
H -5.72 -1.78 5.64 0.089
H -4.54 -1.89 6.99 0.090
H -3.98 -1.94 5.30 0.080
C 6.42 6.14 4.07 -0.015
C 4.92 6.22 3.98 -0.488
O 4.21 5.81 4.89 0.036
C 4.33 6.81 2.73 -0.005
H 6.71 5.69 5.02 0.081
H 6.81 5.52 3.25 0.072
H 6.85 7.14 4.01 0.093
H 4.62 6.22 1.86 0.084
H 4.66 7.85 2.62 0.097
H 3.24 6.81 2.81 0.057
C -0.66 8.76 4.47 -0.025
C 0.29 8.01 3.57 -0.500
O 1.11 8.59 2.88 0.059
C 0.19 6.50 3.57 -0.028
H -0.47 9.83 4.37 0.085
H -1.69 8.56 4.17 0.085
H -0.50 8.47 5.51 0.087
H -0.80 6.20 3.23 0.083
H 0.38 6.11 4.57 0.088
H 0.93 6.09 2.88 0.073
C 8.66 3.37 0.69 -0.026
C 7.77 4.48 0.19 -0.508
O 7.93 5.63 0.55 0.055
C 6.68 4.11 -0.78 -0.025
H 9.40 3.78 1.38 0.085
H 8.06 2.63 1.22 0.083
H 9.18 2.90 -0.15 0.087
H 5.99 3.40 -0.32 0.080
H 7.12 3.67 -1.69 0.086
H 6.12 5.00 -1.06 0.084
```